Record 1
{"formula": "C21H64N4O9", "method": "ωB97M-V/def2-TZVPD", "elements": ["C", "O", "C", "C", "C", "N", "H", "H", "H", "H", "H", "H", "H", "H", "H", "H", "H", "C", "O", "C", "C", "C", "N", "H", "H", "H", "H", "H", "H", "H", "H", "H", "H", "H", "C", "O", "C", "C", "C", "N", "H", "H", "H", "H", "H", "H", "H", "H", "H", "H", "H", "C", "O", "C", "C", "C", "N", "H", "H", "H", "H", "H", "H", "H", "H", "H", "H", "H", "C", "O", "H", "H", "H", "H", "C", "O", "H", "H", "H", "H", "C", "O", "H", "H", "H", "H", "C", "O", "H", "H", "H", "H", "C", "O", "H", "H", "H", "H"], "positions_angstrom": [[1.42773, 4.52692, 27.46663], [1.33266, 5.99215, 27.23679], [2.53847, 6.50034, 26.58721], [2.16747, 6.71595, 25.08179], [2.77447, 5.76523, 24.16981], [2.64682, 8.02584, 24.77611], [1.27743, 3.86314, 26.61521], [0.59279, 4.15818, 28.06245], [2.33114, 4.24076, 28.00521], [2.79200, 7.49625, 26.95050], [3.52061, 6.02962, 26.63104], [1.10905, 6.85382, 24.86080], [2.31746, 4.78477, 24.30378], [3.84365, 5.72752, 24.37844], [2.69456, 6.04114, 23.11835], [2.30946, 8.25490, 23.85207], [2.15568, 8.77642, 25.24032], [4.04623, -1.64574, 13.87820], [4.74560, -1.54904, 15.21880], [3.93183, -1.46987, 16.29973], [4.65172, -1.75785, 17.67928], [3.68543, -1.54668, 18.87459], [5.79637, -0.91408, 17.94327], [3.45739, -2.55694, 13.77296], [4.67514, -1.58126, 12.99028], [3.38784, -0.79004, 13.72851], [3.46510, -0.50214, 16.11601], [3.19187, -2.26956, 16.26726], [4.95539, -2.80469, 17.68407], [4.18055, -1.57378, 19.84528], [3.03789, -2.42349, 18.87836], [3.01718, -0.68856, 18.94648], [6.27587, -1.35526, 18.71499], [6.38885, -1.19243, 17.17413], [10.00436, 2.78487, 16.18950], [11.20101, 3.31198, 15.65114], [12.36577, 2.81241, 16.30549], [13.63809, 3.32551, 15.39220], [14.91061, 3.10724, 16.21678], [13.68160, 4.77707, 14.91586], [9.97125, 2.62279, 17.26687], [9.78909, 1.76165, 15.88164], [9.08651, 3.24021, 15.81758], [12.29592, 3.28276, 17.28631], [12.39401, 1.74679, 16.53297], [13.73040, 2.67830, 14.52002], [14.62389, 3.65367, 17.11528], [15.86463, 3.40629, 15.78259], [15.00031, 2.09251, 16.60456], [13.76640, 5.33201, 15.75547], [12.70201, 4.97784, 14.77374], [7.13658, 8.05243, 20.49532], [8.54803, 8.22236, 20.26502], [9.19781, 7.15768, 20.89747], [10.60111, 7.01548, 20.37581], [11.35829, 5.91057, 21.14620], [11.27241, 8.34657, 20.46094], [6.62293, 8.93032, 20.88722], [6.81957, 7.17713, 21.06228], [6.68426, 8.12261, 19.50609], [9.01799, 7.20101, 21.97166], [8.69109, 6.26875, 20.52178], [10.68822, 6.68224, 19.34167], [10.70740, 5.18499, 21.63403], [11.98738, 6.35470, 21.91763], [11.96408, 5.44834, 20.36681], [11.50876, 8.49414, 21.43174], [12.11221, 8.19574, 19.92048], [7.70009, 6.51014, 26.23137], [8.97178, 6.38384, 25.58335], [7.21677, 7.45130, 25.96925], [7.09021, 5.68201, 25.87033], [7.85282, 6.22090, 27.27114], [9.30300, 5.49959, 25.75651], [6.08260, 1.89643, 21.93454], [6.12748, 2.58225, 20.70189], [5.12830, 2.13872, 22.40219], [6.27197, 0.82650, 21.84805], [6.75239, 2.37865, 22.64653], [6.18514, 1.88774, 20.04163], [6.88879, -4.53118, 24.54575], [6.61395, -3.14748, 24.15785], [6.17980, -5.20768, 24.06847], [7.81546, -4.93429, 24.13724], [6.88259, -4.62707, 25.63150], [5.70037, -3.00758, 24.41748], [2.72564, -1.29185, 25.61121], [2.79361, -2.65777, 25.21996], [2.83739, -0.63667, 24.74730], [1.77398, -1.09449, 26.10467], [3.47480, -1.05371, 26.36629], [2.41163, -3.16927, 25.93694], [10.55059, -3.70362, 21.11475], [9.26175, -3.25446, 20.98983], [10.83650, -3.51954, 22.15035], [10.60018, -4.78254, 20.96782], [11.32156, -3.18936, 20.54096], [8.69400, -3.22946, 21.76355]], "forces_ev_per_angstrom": [[-0.677, 0.718, 0.323], [2.029, -2.485, 0.512], [-2.051, 0.803, -1.495], [-0.881, 1.679, 1.453], [0.900, -1.458, -0.963], [1.208, 2.324, -1.406], [0.590, 0.603, -0.866], [-0.172, 0.855, 0.503], [0.182, 0.265, -0.164], [-0.659, 0.036, 0.521], [-0.413, -1.210, 0.484], [-0.611, -1.329, 0.950], [0.214, -0.180, -0.086], [0.132, -0.288, -0.025], [-0.259, 0.075, -0.033], [0.550, -0.207, -0.809], [-0.055, -0.209, 1.098], [0.105, 0.530, 1.595], [1.952, -1.258, -4.373], [-0.992, -0.165, 1.365], [-1.618, 1.592, 0.376], [-0.682, -1.311, -0.174], [0.694, -0.243, -0.996], [0.027, -0.125, 0.460], [0.953, -0.198, 0.755], [-0.296, 0.125, 0.527], [-0.658, 0.350, 1.483], [-0.609, -0.031, -0.047], [-0.210, -0.283, -0.234], [0.491, -0.078, -0.164], [-0.345, -0.049, 0.176], [0.335, 0.319, -0.763], [0.114, 0.153, 0.529], [0.786, 0.709, -0.438], [-0.659, -1.358, -0.280], [-0.647, -0.802, -0.028], [0.844, 2.248, -1.248], [0.474, -0.319, 0.680], [-1.112, -0.172, 1.028], [-1.363, -1.873, 1.070], [0.290, 0.980, 0.391], [0.668, -0.554, -0.582], [0.472, 0.989, 0.184], [0.839, 0.271, 0.369], [-0.108, -0.339, -0.762], [-0.614, 0.158, -0.222], [0.994, 0.496, 0.346], [-0.357, 0.252, -0.082], [0.007, -0.290, -0.385], [0.800, 0.212, 0.536], [-0.540, 0.110, -1.000], [-0.380, 1.463, -1.485], [-1.386, 0.233, 0.828], [-0.481, -0.861, -1.545], [0.797, 0.878, 1.474], [-0.018, 0.418, -0.326], [-0.333, -1.253, -0.674], [0.692, 0.302, 0.997], [0.323, -0.076, -0.200], [-0.148, -1.027, -0.307], [0.737, 0.015, 0.362], [-0.121, -0.650, 0.396], [-0.915, 0.474, -0.191], [-0.055, -0.138, -0.218], [0.098, -0.092, -0.016], [0.352, -0.486, 0.579], [0.299, 0.200, 0.106], [0.525, 0.581, 0.235], [0.586, -1.884, -0.411], [0.013, 0.671, -0.248], [0.368, -0.024, 0.478], [-0.595, 0.160, -0.306], [-0.374, 1.062, 0.457], [-0.010, 0.017, -0.001], [-0.421, 1.049, 0.848], [0.317, -0.455, -0.400], [-0.486, -0.694, -0.056], [-0.070, 0.093, 0.144], [0.685, -0.296, -0.171], [-0.044, 0.267, -0.420], [-0.458, 0.418, -0.580], [0.704, -1.397, 0.174], [-0.541, 0.071, 0.340], [0.435, 0.860, 0.125], [0.004, -0.140, -0.058], [-0.182, 0.178, -0.043], [-0.264, -0.040, 0.586], [0.179, 0.150, -0.181], [0.026, -0.243, 0.008], [-0.247, 0.199, -0.241], [0.366, 0.066, -0.139], [0.038, -0.135, -0.053], [0.869, -0.728, 2.299], [-1.819, 1.154, -1.904], [0.548, -0.228, 0.241], [0.246, -0.109, -0.315], [-0.603, 0.176, -0.580], [0.680, -0.231, 0.302]], "e_above_lowest_ev": 6.011, "charge": 0, "smiles": "COC[C@H](C)N.COC[C@H](C)N.COC[C@H](C)N.COC[C@H](C)N.CO.CO.CO.CO.CO", "e_homo_ha": -0.3277, "fmax_ha_per_bohr": 0.09628, "orbital_gap_ev": 9.13}



Record 2
{"formula": "C2H5N5O", "method": "ωB97M-V/def2-TZVPD", "elements": ["N", "N", "C", "O", "N", "C", "N", "N", "H", "H", "H", "H", "H"], "positions_angstrom": [[0.51998, -0.51912, 1.89463], [1.01761, 0.63610, 1.22833], [0.55252, 0.70357, 0.04289], [0.99096, 1.74255, -0.75508], [0.57796, 1.46492, -2.10808], [-0.20527, 0.45432, -2.01318], [-0.33741, 0.03604, -0.72484], [-1.17244, -1.02092, -0.32251], [-0.05081, -0.19615, 2.68039], [1.35154, -0.93492, 2.34391], [-0.74371, 0.02968, -2.82405], [-0.61817, -1.72327, 0.19086], [-1.88275, -0.67280, 0.36673]], "forces_ev_per_angstrom": [[0.338, -0.929, 1.230], [-0.320, 0.167, -0.791], [1.250, 2.345, 0.339], [-0.146, -1.083, -0.562], [-0.141, 0.127, 0.327], [0.501, 1.076, 0.448], [-0.957, -1.880, 0.635], [-0.691, -0.231, 0.604], [0.224, -0.045, -0.185], [-0.629, 0.250, -0.249], [-0.220, -0.318, -0.436], [-0.235, 0.732, -0.397], [1.028, -0.210, -0.962]], "e_above_lowest_ev": 3.105, "charge": 0, "smiles": "N/N=c1/oncn1N", "e_homo_ha": -0.3217, "fmax_ha_per_bohr": 0.05210, "orbital_gap_ev": 9.51}



Record 3
{"formula": "C29H42PPtSe2Si2", "method": "ωB97M-V/def2-TZVPD", "elements": ["Pt", "Se", "P", "Se", "C", "C", "C", "C", "C", "C", "C", "C", "C", "C", "C", "C", "H", "H", "H", "H", "H", "H", "H", "H", "H", "H", "C", "Si", "C", "C", "C", "C", "C", "C", "C", "C", "H", "H", "H", "H", "H", "H", "H", "H", "H", "H", "H", "H", "H", "H", "H", "H", "H", "H", "H", "H", "H", "C", "Si", "C", "C", "C", "C", "C", "C", "C", "H", "H", "H", "H", "H", "H", "H", "H", "H", "H", "H"], "positions_angstrom": [[1.22217, -1.02012, 0.92745], [3.14189, 0.08722, 1.90104], [2.80242, 2.28150, 1.66927], [-0.44174, 0.67768, 1.24069], [4.49124, 2.95111, 1.68418], [4.78454, 3.85981, 2.69918], [6.03778, 4.45417, 2.76209], [6.99920, 4.13733, 1.81594], [6.71274, 3.22677, 0.80459], [5.46366, 2.63584, 0.73458], [2.18645, 2.47382, -0.03948], [1.28288, 3.51441, -0.25122], [0.78014, 3.75904, -1.52154], [1.16702, 2.95698, -2.58511], [2.05919, 1.91195, -2.37940], [2.56738, 1.66816, -1.11338], [4.03323, 4.10331, 3.44116], [6.25919, 5.16276, 3.54906], [7.97681, 4.59891, 1.86325], [7.46623, 2.97928, 0.06838], [5.24797, 1.93440, -0.06109], [0.96909, 4.13413, 0.58128], [0.08666, 4.57514, -1.67788], [0.77274, 3.14311, -3.57586], [2.36268, 1.28590, -3.20880], [3.26109, 0.84955, -0.96789], [-2.65772, -1.82670, 0.40950], [-2.49114, 0.01452, 0.22712], [-3.77517, 0.93795, 1.27197], [-5.14669, 0.77193, 0.59635], [-3.82002, 0.27742, 2.65746], [-3.48029, 2.43208, 1.45005], [-2.25937, 0.49028, -1.59728], [-3.31773, -0.28155, -2.40479], [-2.40902, 1.99263, -1.85205], [-0.87004, 0.03971, -2.07019], [-3.67934, -2.13209, 0.16573], [-2.43761, -2.15781, 1.42478], [-1.98350, -2.34366, -0.27448], [-5.41753, -0.27867, 0.46251], [-5.18439, 1.26326, -0.37841], [-5.91832, 1.23012, 1.22232], [-4.05777, -0.78676, 2.60300], [-4.59428, 0.75673, 3.26359], [-2.87218, 0.38982, 3.19268], [-3.51705, 2.97741, 0.50739], [-2.50517, 2.60986, 1.90967], [-4.23420, 2.86865, 2.11235], [-4.33726, -0.04125, -2.09482], [-3.17964, -1.36250, -2.32199], [-3.22626, -0.01738, -3.46303], [-3.42724, 2.33904, -1.66683], [-2.17620, 2.20710, -2.90026], [-1.72616, 2.58301, -1.23495], [-0.66236, -1.00315, -1.81216], [-0.07662, 0.66203, -1.64714], [-0.81077, 0.12996, -3.16013], [2.93971, -3.43543, -0.64314], [1.48375, -3.44030, 0.54159], [1.88371, -4.20677, 2.19464], [-0.03860, -4.16890, -0.23586], [-0.92349, -4.94791, 0.51632], [-2.07757, -5.46447, -0.05369], [-2.37164, -5.19951, -1.38488], [-1.50270, -4.42995, -2.14941], [-0.34463, -3.92424, -1.57921], [3.19583, -4.47257, -0.88390], [3.81803, -2.96584, -0.19772], [2.70734, -2.92184, -1.57692], [2.03178, -5.28548, 2.08490], [1.08361, -4.04423, 2.91823], [2.80100, -3.77985, 2.60336], [-0.71032, -5.15788, 1.55877], [-2.74810, -6.07331, 0.53912], [-3.27301, -5.60065, -1.83008], [-1.72499, -4.23380, -3.19078], [0.32867, -3.33127, -2.18978]], "forces_ev_per_angstrom": [[-0.057, -0.151, -0.093], [0.091, 0.288, 0.076], [0.055, -0.308, -0.103], [-0.043, 0.061, 0.036], [-0.053, 0.088, 0.053], [0.004, -0.014, 0.021], [0.010, -0.013, 0.002], [-0.008, 0.004, 0.013], [-0.004, -0.016, -0.013], [-0.003, 0.011, -0.022], [0.019, -0.035, 0.064], [-0.013, 0.039, 0.014], [0.047, -0.001, -0.030], [0.058, 0.039, 0.004], [0.073, 0.074, -0.010], [0.023, 0.018, -0.060], [0.006, 0.007, -0.019], [-0.001, -0.010, -0.007], [-0.010, -0.004, 0.000], [-0.006, 0.003, 0.009], [-0.020, -0.003, -0.012], [0.004, -0.003, -0.013], [0.001, -0.010, 0.003], [0.005, 0.003, 0.008], [-0.011, 0.000, 0.008], [0.001, -0.005, 0.020], [-0.003, 0.010, -0.005], [0.002, 0.027, 0.036], [-0.005, 0.004, -0.051], [0.003, 0.003, -0.006], [0.007, -0.012, 0.009], [-0.006, -0.012, 0.007], [-0.002, -0.044, -0.010], [-0.023, 0.001, 0.017], [-0.017, -0.014, 0.034], [-0.010, 0.015, 0.062], [0.012, 0.006, 0.015], [0.006, -0.001, -0.010], [-0.018, -0.021, 0.030], [0.001, 0.016, -0.009], [-0.008, -0.006, 0.022], [0.010, -0.014, -0.001], [0.001, 0.025, 0.002], [0.015, 0.004, -0.004], [-0.004, -0.018, -0.003], [0.016, 0.002, -0.003], [-0.022, -0.002, -0.004], [0.003, -0.003, -0.021], [0.019, -0.019, -0.017], [-0.013, 0.023, 0.000], [0.002, -0.001, 0.014], [0.008, -0.004, 0.006], [-0.005, 0.005, 0.005], [-0.034, -0.027, -0.020], [-0.006, -0.010, -0.004], [-0.090, -0.090, -0.004], [0.002, 0.009, 0.000], [-0.012, -0.014, 0.013], [-0.027, 0.029, -0.036], [-0.018, 0.017, -0.008], [0.051, 0.017, 0.052], [-0.005, 0.026, 0.003], [-0.017, 0.020, -0.017], [0.018, 0.002, 0.012], [0.011, -0.020, -0.012], [-0.002, 0.000, -0.021], [-0.008, 0.002, 0.012], [-0.009, -0.002, -0.015], [0.013, -0.003, 0.018], [-0.002, 0.020, -0.019], [0.023, -0.006, -0.005], [-0.017, -0.005, 0.003], [-0.008, 0.001, -0.023], [0.005, 0.006, -0.008], [0.004, 0.005, 0.003], [0.003, -0.004, 0.005], [-0.009, -0.003, 0.005]], "e_above_lowest_ev": 0.216, "multiplicity": 5, "charge": 1, "s2": 6.02, "e_homo_ha": [-0.3756, -0.4316], "fmax_ha_per_bohr": 0.00641, "orbital_gap_ev": [7.79, 6.19]}